{
  "formula": "C3HNOS3",
  "method": "the ωB97M-V functional and the def2-TZVPD basis",
  "de_lowest_kj_mol": 168.40,
  "total_charge": -2,
  "fmax_ev_per_a": 3.7,
  "total_energy_ha": -1439.440107,
  "smiles": "[O-]/C(C=S)=N\\C(=S)[S-]",
  "symbols": ["S", "N", "C", "C", "H", "S", "C", "O", "S"],
  "xyz": [[-2.393094, -0.705428, -0.281265], [1.445636, -1.190894, 0.087493], [0.220682, -1.516808, -0.350634], [-0.823840, -0.620686, 0.217604], [-0.360867, 0.067174, 0.808727], [3.939470, -0.609378, 0.807130], [2.505107, -0.482984, -0.205853], [-0.087853, -2.430967, -1.119574], [2.572703, 0.726664, -1.449857]],
  "forces_ev_per_a": [[1.04, 0.49, 0.82], [-0.45, 0.05, -0.37], [1.26, -0.29, -0.71], [-2.00, -2.14, -2.23], [0.52, 2.32, 1.94], [-0.24, -0.41, 0.16], [0.39, 0.29, 0.69], [0.06, -0.18, 0.14], [-0.58, -0.12, -0.44]],
  "mulliken_charge": [-0.32, -0.37, 0.41, -0.22, 0.38, -0.64, 0.02, -0.66, -0.60]
}